Entry 1:
Density functional theory data (ωB97M-V/def2-TZVPD) for C5H13BaCl2Cr as an isolated structure.

Structure (XYZ):
```
22
Properties=species:S:1:pos:R:3:forces:R:3:mulliken_spin:R:1
Cr 0.4378 -0.6521 1.1358 -3.1 1.1 0.0 3.320
Cl 2.1189 -1.4954 -0.0020 1.5 -0.8 -0.9 0.046
C 1.0190 1.3366 1.2468 0.3 0.3 0.3 -0.196
H 0.4504 1.8935 2.0112 0.0 -0.2 -0.1 0.017
H 0.9221 1.8768 0.2877 0.0 -0.3 0.1 0.017
H 2.0843 1.3931 1.5380 -0.2 -0.1 -0.1 0.008
Ba -1.8454 1.3021 -1.3090 0.2 -0.4 0.5 0.041
C -1.4281 -0.9908 -2.6348 -0.3 0.0 -0.3 0.012
C 0.5503 1.7863 -2.3988 0.1 0.2 -0.1 0.010
C -1.6755 -0.3178 0.9967 0.6 0.0 0.4 -0.193
H 0.9669 2.7728 -2.1167 0.2 -0.3 -0.3 0.000
H 1.2380 0.9517 -2.1491 -0.2 0.5 -0.1 0.001
H 0.3021 1.7531 -3.4814 0.3 0.1 0.2 -0.001
H -2.2246 -1.7406 -2.5003 0.2 -0.1 -0.1 0.000
H -1.3047 -0.7612 -3.7107 0.0 -0.2 0.1 0.000
H -0.4751 -1.3700 -2.2265 -0.3 0.1 -0.1 -0.001
H -2.0902 0.1076 1.9545 0.1 -0.2 -0.5 0.033
H -2.4470 -1.0054 0.5418 0.6 0.2 0.3 0.000
Cl 1.6266 -0.5859 3.8725 0.7 0.5 1.2 0.012
C 0.7073 -1.7043 2.8797 -0.7 -0.8 -0.8 -0.147
H 1.3127 -2.6025 2.7027 -0.1 0.2 0.2 0.008
H -0.2457 -1.9476 3.3620 0.3 0.1 0.1 0.013
```
Forces are in eV/Å.

The value obtained for the total energy is -59549.7944 eV. The net charge is -2. The multiplicity is 4. The highest occupied orbital energy (alpha / beta) is 1.1 / 0.6 eV. Its LUMO energy (alpha / beta) is 4.01 / 3.88 eV.



Entry 2:
Density functional theory data (ωB97M-V/def2-TZVPD) for a 4-piece molecular cluster, C20H40BN3O3P overall.

Structure (XYZ):
```
68
Properties=species:S:1:pos:R:3:forces:R:3:nbo_charge:R:1
C -4.0463 0.1684 3.7395 0.9 -0.4 -1.3 -1.014
B -2.8430 -0.6062 2.9337 -1.2 -2.4 3.3 0.723
O -2.4267 -1.8740 3.4768 -1.5 2.5 -1.6 -0.846
P -2.0391 0.1165 1.3086 1.2 0.8 0.1 0.625
C -0.1505 0.2199 1.3983 1.0 0.2 -1.1 -0.682
C 0.6002 -0.7492 0.3276 0.5 -0.9 0.9 -0.422
C 1.8897 -0.0667 -0.3336 0.5 0.3 -0.2 -0.422
C 1.7639 0.2341 -1.9001 0.6 0.7 0.2 -0.443
C 0.3559 0.8284 -2.3631 0.5 -0.9 -1.0 -0.084
O 0.5813 2.0283 -3.2015 -1.9 0.6 1.5 -0.557
C -0.5107 2.8972 -2.8801 -2.2 1.0 -0.6 0.806
C -0.1822 4.0316 -1.7796 -0.2 -0.9 -0.4 -0.731
O -1.6543 2.7932 -3.3581 4.1 -0.1 1.4 -0.539
H -4.9963 -0.4477 3.5275 1.2 1.2 0.3 0.294
H -4.1063 1.2291 3.3281 -0.5 -1.3 0.9 0.236
H -3.8958 0.1230 4.8707 -0.1 0.2 -1.7 0.296
H -3.1671 -2.1429 4.0774 1.1 0.2 -0.3 0.519
H -2.5202 -0.5761 0.1398 0.4 0.5 0.6 0.105
H -2.5042 1.4865 1.2422 0.2 -1.1 -0.2 0.086
H 0.1600 1.2899 1.1011 -0.8 -1.5 0.8 0.269
H 0.2193 -0.0216 2.4541 -0.8 0.5 -1.5 0.286
H 0.9708 -1.6491 0.9459 -0.7 1.3 -1.0 0.243
H -0.1159 -1.1935 -0.4474 1.0 0.9 1.0 0.214
H 2.8180 -0.7303 -0.1718 -1.5 0.9 -0.3 0.268
H 2.1603 0.9308 0.1817 -0.7 -1.5 -0.6 0.207
H 2.0771 -0.6828 -2.5045 -0.7 1.2 0.8 0.229
H 2.5516 1.0426 -2.1374 -1.2 -1.3 0.3 0.244
H -0.1586 0.0722 -3.0643 0.4 1.1 1.4 0.211
H -0.3316 1.1581 -1.5173 0.9 -0.8 -0.8 0.156
H 0.6221 4.7618 -2.1380 -1.1 -1.2 0.5 0.261
H 0.1713 3.4845 -0.8408 -0.2 0.8 -1.2 0.210
H -1.1519 4.5686 -1.5229 1.4 -0.7 -0.6 0.244
C -5.6164 3.1266 7.6292 0.0 0.1 0.0 -0.613
C -6.8574 3.2000 6.7455 0.3 0.2 0.1 -0.383
C -7.6484 1.8897 6.7188 0.6 -0.4 -0.4 -0.507
C -6.7901 0.7848 6.1773 1.0 -1.9 -0.8 0.338
N -6.1168 -0.0816 5.7523 -2.1 2.4 1.4 -0.408
H -4.9044 2.3823 7.2631 -0.1 0.0 0.0 0.205
H -5.1012 4.0898 7.6407 -0.1 -0.1 0.0 0.222
H -5.8828 2.8709 8.6588 0.1 0.0 -0.1 0.212
H -6.5538 3.4702 5.7291 -0.1 0.0 0.0 0.204
H -7.5068 4.0005 7.1104 -0.1 -0.1 -0.1 0.221
H -8.5323 1.9966 6.0853 0.1 -0.2 0.0 0.258
H -7.9827 1.6221 7.7245 0.1 -0.1 -0.1 0.254
C 5.9755 1.8192 -3.2781 0.0 0.1 0.0 -0.615
C 6.5974 0.6389 -4.0172 0.1 0.3 0.1 -0.384
C 5.6460 -0.5537 -4.1418 0.1 -0.2 0.8 -0.509
C 5.2604 -1.0446 -2.7776 -0.7 -0.8 2.0 0.316
N 4.9590 -1.4290 -1.7069 0.8 1.2 -2.9 -0.377
H 5.7215 1.5601 -2.2468 0.0 0.0 -0.1 0.210
H 6.6777 2.6549 -3.2386 -0.1 0.0 0.0 0.226
H 5.0662 2.1621 -3.7814 0.1 0.0 0.0 0.203
H 7.5084 0.3330 -3.4940 -0.1 -0.1 -0.1 0.215
H 6.8950 0.9631 -5.0182 0.0 -0.2 0.0 0.218
H 6.1308 -1.3662 -4.6887 -0.1 0.0 0.1 0.260
H 4.7425 -0.2692 -4.6880 0.0 -0.1 0.1 0.245
C 3.3655 -4.1173 -3.0732 0.0 0.0 -0.1 -0.617
C 2.1182 -4.0414 -3.9484 0.3 0.1 0.1 -0.380
C 1.3184 -5.3463 -3.9604 0.6 -0.4 -0.5 -0.499
C 2.1659 -6.4598 -4.5007 1.0 -1.9 -0.8 0.276
N 2.8307 -7.3317 -4.9254 -1.8 2.5 1.2 -0.318
H 4.0692 -4.8689 -3.4395 -0.1 0.0 0.0 0.223
H 3.8865 -3.1599 -3.0718 -0.1 -0.2 0.1 0.220
H 3.1048 -4.3642 -2.0395 0.1 0.0 -0.1 0.202
H 2.4162 -3.7803 -4.9687 -0.1 -0.1 0.0 0.211
H 1.4764 -3.2330 -3.5838 -0.1 -0.1 -0.1 0.193
H 0.4305 -5.2376 -4.5883 0.1 -0.2 0.0 0.248
H 0.9895 -5.6048 -2.9504 0.1 -0.1 -0.1 0.239
```
Forces are in eV/Å.

The value obtained for the total energy is -41958.0339 eV. The net charge is +1. The multiplicity is 1. The highest occupied orbital energy is -12.9 eV. Its LUMO energy is -4.08 eV.



Q: What is the multiplicity in the second record?
A: 1